# 1
{"formula": "C16H7Cl5IN5O5Re", "method": "the ωB97M-V functional and the def2-TZVPD basis", "charge": 0, "s2": 3.777, "multiplicity": 4, "lumo_energy_ev": [-1.7, -2.1], "largest_force_ev_per_a": 4.31, "elements": ["C", "Cl", "C", "O", "O", "H", "N", "C", "Cl", "O", "C", "H", "N", "Cl", "I", "C", "O", "C", "Cl", "N", "C", "H", "H", "Re", "C", "C", "C", "H", "Cl", "C", "C", "N", "N", "H", "C", "C", "C", "H", "O", "C"], "positions_angstrom": [[-0.2229, 0.1216, 13.6719], [1.9643, -2.9370, 18.7397], [-5.3896, -1.9439, 15.9260], [-6.4270, -4.0178, 16.1602], [-2.8304, -2.7634, 18.4745], [0.9341, 2.0712, 16.9746], [-3.1793, -1.5779, 16.4108], [0.0395, 0.4255, 16.0737], [1.3337, 0.5632, 22.8670], [-4.8861, -3.6947, 18.6459], [1.0129, -1.7716, 19.5803], [-0.1324, -4.1424, 17.5704], [-0.7621, -0.5819, 12.9175], [-2.2381, 0.4371, 18.6794], [-1.8608, -5.1172, 15.8237], [1.3059, 1.8857, 14.4806], [-7.7352, -2.2483, 15.6641], [-0.5814, -3.6426, 16.7147], [-1.4020, 1.5612, 21.5912], [-3.4929, -0.9805, 15.2230], [-0.7882, -0.1946, 19.6186], [-5.3775, -0.8274, 14.1048], [0.1799, -3.5415, 15.9376], [-1.4152, -1.9412, 17.4925], [-0.1931, -1.3028, 19.0396], [0.3817, 0.8233, 14.7314], [-0.4330, 0.3582, 20.8355], [-2.8288, -0.6780, 14.5370], [2.9259, -1.8625, 21.5277], [1.5111, -1.2131, 20.7874], [-4.7996, -1.2093, 14.9342], [0.4358, 1.1850, 17.0927], [2.0654, 2.7454, 14.5070], [-5.5970, -4.1650, 16.6677], [-4.3014, -2.2073, 16.8274], [-6.6637, -2.7345, 15.9126], [-4.1284, -2.9390, 18.0471], [0.0447, 1.0029, 17.9795], [-0.6757, -0.6517, 16.2332], [0.7731, -0.1346, 21.4082]], "atomic_forces_ev_per_a": [[-0.432, -1.244, -0.444], [-0.182, -0.026, 0.154], [1.915, -1.145, 1.382], [-0.337, -0.596, 0.347], [-2.316, -1.460, 1.146], [-0.346, -0.696, -0.325], [-1.945, -0.473, -2.201], [0.625, 0.661, -2.487], [0.038, -0.114, -0.021], [0.805, 1.675, -1.662], [0.102, 0.932, 0.982], [0.017, -0.259, -0.052], [0.192, 0.795, 0.580], [0.687, -0.430, 1.177], [-0.365, 0.128, 0.068], [-0.977, -0.879, 0.865], [0.617, -0.710, -0.079], [0.449, -0.540, -0.048], [0.341, -0.141, -0.143], [-1.697, -0.885, 0.924], [-1.036, -0.259, 0.052], [0.711, 0.146, -0.372], [-0.050, 0.453, 0.218], [0.105, 1.370, -0.477], [0.776, -0.275, 0.025], [-0.087, -0.120, 0.810], [0.965, -0.203, 0.115], [0.998, 0.305, -0.016], [-0.357, 0.389, -0.146], [-1.251, 0.748, -0.146], [-0.480, 0.420, 0.045], [0.569, 0.437, -0.036], [0.501, 0.607, -0.211], [-0.717, 0.048, -0.360], [-0.512, 2.060, -2.265], [-0.135, 1.192, 0.054], [1.685, -2.241, 3.272], [-0.033, -0.120, 0.809], [1.164, 1.321, -0.809], [-0.007, -0.873, -0.722]]}

# 2
{"formula": "C16H7Cl60NO3P", "method": "the ωB97M-V functional and the def2-TZVPD basis", "charge": 1, "lumo_energy_ev": -2.9, "largest_force_ev_per_a": 1.23, "elements": ["Cl", "Cl", "C", "Cl", "Cl", "H", "Cl", "Cl", "Cl", "Cl", "C", "Cl", "C", "Cl", "Cl", "Cl", "Cl", "O", "Cl", "H", "Cl", "Cl", "Cl", "Cl", "C", "C", "C", "O", "Cl", "Cl", "Cl", "Cl", "C", "H", "Cl", "Cl", "C", "Cl", "Cl", "Cl", "H", "Cl", "H", "Cl", "P", "Cl", "Cl", "C", "Cl", "Cl", "Cl", "Cl", "Cl", "H", "Cl", "N", "Cl", "C", "Cl", "O", "Cl", "C", "Cl", "Cl", "C", "C", "Cl", "Cl", "Cl", "Cl", "C", "Cl", "Cl", "Cl", "H", "Cl", "Cl", "Cl", "C", "Cl", "Cl", "C", "Cl", "Cl", "Cl", "Cl", "Cl", "Cl"], "positions_angstrom": [[4.2170, -0.7311, 6.7964], [3.6982, 0.8177, -4.3435], [1.4579, 3.0234, 8.4031], [-12.9904, -5.4376, -5.0920], [1.7331, -2.4403, -4.1904], [0.5606, 1.6255, 1.6536], [1.5351, -4.4341, -6.2638], [4.4170, -0.3291, -9.3126], [-1.6857, 4.9617, 3.5669], [3.8545, 2.2358, -10.4861], [3.1313, 0.8142, -9.7323], [-6.2585, 9.0060, 2.3535], [2.5929, -3.2324, -5.5218], [-10.8632, -4.2192, -3.5741], [-1.7721, 7.0024, 1.5385], [1.8374, -7.2425, -6.9554], [-2.2879, 2.2798, -3.4706], [2.0259, 3.7564, 4.3621], [0.5188, 3.2133, 6.9200], [2.9210, 1.3637, 1.9377], [-0.7609, -2.8425, 0.2828], [-4.3566, 11.0520, 3.0700], [-1.2936, 6.1251, 12.2366], [-12.9868, -5.6271, -2.2142], [-7.5736, -2.2004, -4.6123], [-5.0748, 9.5168, 3.5587], [-12.5895, -4.5971, -3.5925], [4.1746, 3.6722, 3.0400], [1.3200, -9.9904, -6.2345], [-3.1866, 1.7169, -0.7887], [-7.6101, -3.2271, -3.1752], [-13.5154, -3.0960, -3.4924], [2.1233, 1.5441, -4.0224], [3.7458, 4.2676, 2.4127], [-6.8411, -0.6416, -4.1895], [-4.1405, 6.1773, 11.7706], [2.3307, 1.6080, 2.8173], [3.2854, -2.2495, 4.5202], [4.9558, -2.1000, 0.5454], [2.8771, -3.2540, 7.1936], [1.0657, 3.1508, 2.1155], [-0.2231, -0.0087, 0.1745], [0.4042, 2.1751, 3.2554], [0.5024, 5.2307, 1.6963], [3.0961, 2.8767, 3.8854], [4.6172, -6.8780, -2.1366], [-2.3292, 5.5784, 9.6052], [-2.6246, 5.3896, 11.3387], [1.7383, 1.3061, 8.7069], [1.1884, -9.1778, -8.9990], [3.0216, 3.8427, 8.1973], [6.0787, -4.1935, -1.0692], [2.2364, 3.2984, -4.1623], [3.9741, 2.7491, 5.7600], [5.8168, -9.3341, -3.0616], [0.9890, 2.1640, 2.4173], [-4.2288, 4.0023, -2.2110], [0.5079, -1.6348, 0.3157], [-2.0177, 4.2107, 0.8010], [3.8409, 2.1172, 5.0285], [3.7353, -9.2967, -7.6500], [-1.2704, 5.3691, 1.9021], [4.3531, -7.6660, -4.9006], [-5.8634, 9.7011, 5.1243], [3.9782, -2.3576, 6.1521], [5.0028, -3.8567, 0.2804], [1.3500, -1.7160, 1.8724], [0.9515, 0.9079, -5.1687], [-2.7161, 3.6693, 11.7299], [0.5914, 3.7376, 9.7518], [2.0189, -8.9308, -7.4618], [3.3821, -4.4729, -0.1000], [6.9073, -6.7914, -3.8801], [4.0296, -4.0362, -4.8859], [2.1474, 0.6940, 3.3770], [3.0692, -2.0330, -6.7270], [-3.8008, 8.2899, 3.6788], [1.5955, -1.8617, -1.0468], [5.4221, -7.6718, -3.4946], [-6.6065, -2.9780, -5.8654], [-4.9744, 1.3319, -3.0152], [-3.6751, 2.3364, -2.3811], [-9.2107, -1.9346, -5.2070], [2.2779, 1.2854, -8.2600], [5.6018, -4.6429, 1.7360], [1.9939, 0.0617, -10.8492], [5.5277, -3.1901, 6.0629], [1.6092, 1.0929, -2.3846]], "atomic_forces_ev_per_a": [[-0.034, -0.013, -0.013], [0.047, 0.055, 0.015], [-0.092, -0.094, 0.062], [0.002, 0.000, -0.002], [-0.045, -0.030, -0.067], [-0.034, -0.188, 0.241], [-0.129, 0.471, 0.091], [-0.033, -0.016, -0.052], [0.055, -0.027, 0.023], [-0.039, 0.016, 0.009], [0.081, 0.029, -0.068], [0.003, -0.007, -0.005], [0.165, -0.032, -0.049], [-0.160, -0.157, 0.108], [0.194, -0.180, -0.153], [0.061, -0.407, -0.150], [0.036, -0.021, 0.024], [-0.564, 0.132, -0.391], [-0.089, -0.009, 0.092], [-0.078, 0.039, -0.096], [-0.025, 0.046, -0.011], [0.007, -0.005, -0.002], [0.020, -0.006, 0.001], [0.003, 0.005, -0.002], [-0.025, 0.027, -0.080], [-0.052, 0.039, 0.039], [-0.009, -0.034, 0.014], [0.294, -0.722, -0.152], [0.015, 0.022, 0.009], [-0.076, -0.133, 0.016], [-0.015, -0.005, 0.015], [-0.002, 0.009, 0.000], [0.195, -0.096, -0.060], [0.193, 0.278, 0.051], [-0.220, -0.202, -0.157], [0.017, -0.005, -0.005], [0.091, -0.218, 0.037], [0.010, 0.020, -0.093], [-0.151, -0.032, 0.016], [-0.017, 0.025, -0.022], [-0.244, -0.175, 0.148], [-0.284, 0.168, -0.093], [-0.227, 0.114, -0.149], [0.226, 0.442, -0.083], [-0.625, 0.938, 0.486], [-0.153, -0.246, -0.107], [-0.099, 0.069, -0.049], [-0.023, 0.003, 0.025], [0.023, 0.016, -0.025], [0.002, 0.018, 0.017], [0.071, 0.008, -0.030], [0.135, 0.220, 0.072], [-0.068, -0.045, 0.023], [0.047, -0.307, 0.219], [0.021, -0.009, 0.015], [0.558, -0.014, -0.026], [0.007, -0.017, 0.020], [0.057, -0.156, -0.130], [-0.029, 0.058, 0.066], [0.527, -0.007, -0.351], [-0.052, -0.081, -0.171], [-0.153, -0.103, -0.025], [0.169, 0.070, 0.280], [0.010, -0.009, -0.008], [0.096, -0.056, 0.122], [0.096, -0.061, -0.095], [0.125, -0.050, -0.121], [-0.186, 0.120, -0.052], [0.005, -0.014, 0.000], [0.137, -0.028, -0.001], [-0.067, -0.096, -0.063], [0.172, 0.018, 0.149], [0.026, 0.051, -0.012], [0.016, 0.038, 0.037], [0.104, -0.058, 0.040], [-0.080, -0.069, 0.090], [-0.115, 0.083, 0.121], [-0.143, -0.032, 0.465], [-0.093, -0.055, -0.052], [0.012, 0.002, 0.003], [0.283, 0.192, 0.194], [-0.026, 0.086, -0.163], [0.181, 0.135, -0.052], [-0.003, 0.035, 0.046], [-0.026, -0.013, 0.061], [0.043, -0.035, 0.012], [-0.025, 0.010, -0.026], [-0.026, 0.272, -0.060]]}

no.,total energy (hartree)
1,-3940.7988
2,-28846.8924